[1]
19
Properties=species:S:1:pos:R:3 method="wB97M-V/def2-TZVPD" e_homo_ha=-0.514 total_charge=+1 relative_energy_kcal_mol=30.4 smiles=C[C@@H]([NH3+])CCN orbital_gap_ev=10.86 energy_ev=-7332.168 lumo_energy_ev=-3.133
C -1.675 1.463 -0.695
C -0.611 0.777 0.107
N -1.047 -0.397 0.978
C 0.630 0.383 -0.670
C 1.818 -0.537 -0.066
N 1.230 -1.728 0.559
H -2.170 2.344 -0.330
H -1.135 1.878 -1.547
H -2.415 0.861 -1.201
H -0.239 1.455 0.909
H -0.215 -0.999 1.269
H -1.758 -0.200 1.683
H -1.510 -1.106 0.394
H 1.142 1.328 -0.769
H 0.359 -0.216 -1.547
H 2.504 -0.758 -0.894
H 2.516 -0.084 0.657
H 0.736 -2.330 -0.086
H 1.838 -2.132 1.250



[2]
19
Properties=species:S:1:pos:R:3 method="wB97M-V/def2-TZVPD" e_homo_ha=-0.497 total_charge=+1 relative_energy_kcal_mol=19.3 smiles=C[NH2+][C@H](C)CN orbital_gap_ev=10.23 energy_ev=-7332.649 lumo_energy_ev=-3.296
C 1.430 1.913 0.148
N 1.196 0.436 0.073
C -0.231 0.006 -0.184
C -1.106 0.389 0.998
C -0.213 -1.500 -0.452
N -1.551 -1.906 -0.837
H 2.503 2.088 0.097
H 0.947 2.369 -0.708
H 1.069 2.298 1.102
H 1.493 0.010 0.954
H 1.810 0.052 -0.655
H -0.543 0.539 -1.080
H -2.129 0.108 0.772
H -0.767 -0.131 1.896
H -1.045 1.456 1.206
H -0.008 -1.974 0.513
H 0.580 -1.734 -1.173
H -1.811 -1.508 -1.734
H -1.625 -2.911 -0.938